Below is a cluster of 8 separate species, C31H65O18P in total, with properties calculated with the ωB97M-V functional and the def2-TZVPD basis.

HOMO energy (eV): -10.1497
Relative energy (zero: lowest compared OMol25 entry of this formula, charge and spin) (kcal per mole): 14.8
SMILES: COP(=O)(OC)OC.CCOC(C)=O.CCOC(C)=O.CCOC(C)=O.CCOC(C)=O.CCOC(C)=O.CCOC(C)=O.CCOC(C)=O
Max |F| (eV Å⁻¹): 1.85
Orbital gap (eV): 10.6

Structure (ORCA input):
```
! RIJCOSX wB97M-V def2-TZVPD def2/J DEFGRID3
* xyz 0 1
C 2.4088 -14.1787 9.0658
O 3.7278 -14.0856 9.5819
P 4.2197 -15.2695 10.4819
O 4.0837 -16.6558 10.0481
O 5.7132 -14.8417 10.7516
C 6.1325 -13.4786 10.6781
O 3.4135 -14.9515 11.8134
C 3.3971 -15.9272 12.8646
H 2.4126 -14.4583 8.0116
H 1.8862 -13.2325 9.1800
H 1.8135 -14.9418 9.5799
H 5.3358 -12.7639 10.8776
H 6.6021 -13.2488 9.7249
H 6.8606 -13.3194 11.4769
H 3.4974 -15.3699 13.7981
H 4.2101 -16.6411 12.7663
H 2.4312 -16.4256 12.9330
C 3.8800 -19.5753 9.4398
C 2.6448 -18.6186 9.5311
O 1.4568 -19.3473 9.1932
C 0.5393 -19.5357 10.1415
C -0.7544 -20.0604 9.5692
O 0.7009 -19.3032 11.3120
H 4.3478 -19.5657 10.4257
H 4.6081 -19.1656 8.7439
H 3.5787 -20.5877 9.1921
H 2.5998 -18.2129 10.5358
H 2.7967 -17.8149 8.8172
H -1.1033 -20.8721 10.2075
H -0.5614 -20.5032 8.5920
H -1.5261 -19.2997 9.5140
C 4.3491 -18.5883 3.7534
C 3.0778 -17.7633 3.7759
O 2.4346 -17.8137 5.0516
C 1.3317 -17.0782 5.2218
C 1.0111 -16.9036 6.6828
O 0.6804 -16.6492 4.3105
H 4.4012 -19.1416 2.8150
H 4.4415 -19.3753 4.5039
H 5.2132 -17.9353 3.8653
H 3.2887 -16.7303 3.5054
H 2.3854 -18.1707 3.0361
H -0.0532 -16.7578 6.8170
H 1.5745 -16.0283 7.0144
H 1.4051 -17.7840 7.1837
C 7.9035 -22.2962 10.0923
C 6.6845 -21.3886 9.9504
O 6.9802 -20.1021 10.4878
C 7.1639 -19.0827 9.6363
C 7.3512 -17.7804 10.3725
O 7.0192 -19.1533 8.4469
H 8.8084 -21.8278 9.7083
H 7.7588 -23.2500 9.5848
H 8.0493 -22.5171 11.1521
H 6.3887 -21.3408 8.9039
H 5.8756 -21.7974 10.5519
H 8.1437 -17.8436 11.1174
H 6.3829 -17.5311 10.7963
H 7.6753 -17.0385 9.6463
C 9.4289 -8.7216 2.7590
C 8.8886 -10.1218 2.6380
O 8.9776 -10.7790 3.9065
C 8.2024 -11.8655 4.0744
C 8.4688 -12.5540 5.3706
O 7.4314 -12.2524 3.2372
H 9.3270 -8.3053 1.7437
H 10.4964 -8.5994 2.9318
H 8.8031 -8.1120 3.4072
H 7.8665 -10.0459 2.2737
H 9.4524 -10.7142 1.9153
H 7.6594 -13.2538 5.5507
H 8.6749 -11.8859 6.2057
H 9.4242 -13.0853 5.2966
C 5.2044 -5.2988 1.5163
C 6.3658 -6.1673 1.9302
O 5.8827 -7.2309 2.7827
C 5.5625 -8.3795 2.1950
C 5.3312 -9.4776 3.2093
O 5.4377 -8.5324 1.0135
H 4.7488 -4.8929 2.4202
H 4.4426 -5.9009 1.0210
H 5.4963 -4.5262 0.8068
H 6.8352 -6.6213 1.0550
H 7.1183 -5.6601 2.5261
H 4.2927 -9.5018 3.5352
H 6.0195 -9.3742 4.0494
H 5.5551 -10.4560 2.7847
C 5.9911 -15.4239 0.9926
C 4.6376 -15.7868 0.4196
O 3.5649 -15.2669 1.2099
C 2.4157 -14.9866 0.5568
C 1.3019 -14.7091 1.5232
O 2.2764 -15.0567 -0.6311
H 5.8924 -15.0925 2.0247
H 6.4274 -14.5884 0.4398
H 6.7139 -16.2347 0.9497
H 4.5567 -15.5899 -0.6461
H 4.5340 -16.8819 0.4529
H 0.4250 -15.3055 1.2876
H 1.0006 -13.6615 1.4263
H 1.5671 -14.8560 2.5652
C 5.2019 -17.1031 6.9043
C 4.7037 -15.6776 6.8492
O 4.6654 -15.2172 5.4876
C 4.2426 -13.9481 5.3522
C 4.1254 -13.6188 3.8975
O 3.9530 -13.2365 6.2788
H 6.0306 -17.4182 6.2727
H 4.3350 -17.6622 6.5319
H 5.4451 -17.3775 7.9259
H 3.7502 -15.6485 7.3785
H 5.3577 -14.9740 7.3746
H 3.7214 -12.6354 3.6786
H 3.5172 -14.4140 3.4749
H 5.0870 -13.6497 3.3835
*
```

Below is a structure of composition C31H66HgNO13S6, with properties calculated with the ωB97M-V functional and the def2-TZVPD basis.

HOMO energy (eV): -10.1922
Relative energy (zero: lowest compared OMol25 entry of this formula, charge and spin) (kcal per mole): 0.0
Max |F| (eV Å⁻¹): 3.31
Orbital gap (eV): 4.1

Structure (ORCA input):
```
! RIJCOSX wB97M-V def2-TZVPD def2/J DEFGRID3
* xyz 1 1
Hg 3.5042 -0.1964 -2.0349
C 0.3336 -1.1349 -0.3469
O 1.4955 -0.9799 -1.0898
H 0.1119 -2.1929 -0.1437
H 0.3801 -0.7234 0.6712
H -0.5301 -0.7233 -0.8819
C -2.1545 1.5141 6.8043
C -2.6809 2.3971 5.6481
N -2.0097 2.0804 4.3662
C -2.0213 3.1658 3.4134
C -1.1473 4.3416 3.8457
C -2.5058 0.8220 3.7992
C -1.3667 0.2527 2.9302
H -2.7752 1.6883 7.6809
H -1.0980 1.6872 7.0140
H -2.1593 0.4644 6.5101
H -3.7452 2.1600 5.5305
H -2.5984 3.4547 5.8850
H -1.5759 2.7784 2.4974
H -3.0191 3.5475 3.1481
H -0.1105 4.0094 3.9434
H -1.2032 5.1734 3.1445
H -1.3728 4.6725 4.8592
H -3.3926 0.8764 3.1600
H -2.7111 0.0433 4.5314
H -1.2005 0.8259 2.0071
H -1.7605 -0.6654 2.4850
H -0.3589 0.2253 3.3408
C 0.5701 -4.7513 2.0540
C 0.3909 -5.2137 0.5946
C 1.7162 -5.0321 -0.1385
S 2.9650 -5.5192 1.0777
O 4.0074 -4.5131 1.1466
O 3.2757 -6.9330 0.9829
C 1.8524 -5.3303 2.5301
H -0.3174 -4.9550 2.6493
H 0.6812 -3.6618 2.0168
H -0.4144 -4.6608 0.1096
H 0.1118 -6.2660 0.4927
H 1.8446 -3.9452 -0.1420
H 1.9498 -5.5331 -1.0730
H 2.3907 -4.7651 3.2896
H 1.6922 -6.3338 2.9271
C -5.6971 1.5411 0.1624
C -4.2096 1.2925 -0.2036
C -4.0964 -0.1739 -0.6181
S -5.0040 -1.0236 0.7212
O -4.2148 -1.0746 1.9463
O -5.6362 -2.2190 0.1900
C -6.2572 0.3141 0.8451
H -6.1957 1.7543 -0.7826
H -5.6879 2.4477 0.7662
H -3.5886 1.4761 0.6766
H -3.9078 1.9867 -0.9873
H -3.1011 -0.6083 -0.6746
H -4.7322 -0.3808 -1.4791
H -6.5721 0.3788 1.8854
H -7.1313 -0.0586 0.3118
C -1.9496 1.8423 -3.6406
C -1.8773 3.0211 -4.6248
C -1.4283 2.4337 -5.9578
S -0.8551 0.6882 -5.7353
O 0.4818 0.5103 -6.3058
O -1.9573 -0.2316 -5.9750
C -0.8008 0.9007 -3.8859
H -2.8317 1.2360 -3.8821
H -2.1487 2.1483 -2.6131
H -1.1083 3.7003 -4.2566
H -2.8103 3.5781 -4.5665
H -0.5075 2.9197 -6.2800
H -2.1184 2.4223 -6.7998
H 0.1426 1.4296 -3.7427
H -0.7470 -0.1107 -3.4896
C 1.7929 -3.4591 -6.3220
C 0.8230 -2.6516 -5.4443
C 0.9231 -3.2253 -4.0180
S 2.7427 -3.5039 -3.8216
O 2.8753 -4.8868 -3.4152
O 3.3572 -2.4198 -3.0308
C 3.1369 -3.4092 -5.6365
H 1.9142 -2.9305 -7.2698
H 1.4316 -4.4442 -6.6128
H -0.2031 -2.8233 -5.7741
H 0.9727 -1.5776 -5.5526
H 0.5814 -4.2572 -3.9683
H 0.6113 -2.6378 -3.1561
H 3.9222 -4.1205 -5.8874
H 3.6297 -2.4524 -5.8234
C 4.4186 -1.2418 3.2137
C 5.7578 -0.5374 2.8894
C 5.4912 0.9323 2.5802
S 3.9133 0.8958 1.6330
O 4.1677 0.7557 0.2145
O 3.0925 1.9794 2.1276
C 3.2959 -0.6780 2.3659
H 4.2607 -1.1478 4.2888
H 4.5335 -2.3181 3.0804
H 6.1932 -0.9055 1.9540
H 6.5554 -0.7157 3.6076
H 6.2524 1.4827 2.0302
H 5.3454 1.4853 3.5097
H 2.9525 -1.2833 1.5266
H 2.4427 -0.4118 2.9872
C 0.1001 3.8097 0.7186
C 0.7464 5.0034 -0.0086
C 2.0861 4.4958 -0.5285
S 1.5063 2.9882 -1.4692
O 2.5467 1.9756 -1.6308
O 0.7793 3.3457 -2.6703
C 0.2559 2.5461 -0.1489
H -0.9485 3.9199 0.9778
H 0.6932 3.6914 1.6249
H 0.8630 5.8914 0.6118
H 0.2216 5.3654 -0.8961
H 2.7668 4.1616 0.2558
H 2.6420 5.1098 -1.2346
H 0.7162 1.7710 0.4646
H -0.6552 2.1409 -0.5829
*
```

Below is a cluster of 6 separate species, C31H67N2O16 in total, with properties calculated with the ωB97M-V functional and the def2-TZVPD basis.

HOMO energy (eV): -11.9232
Max |F| (eV Å⁻¹): 2.20
Orbital gap (eV): 8.7

Structure (ORCA input):
```
! RIJCOSX wB97M-V def2-TZVPD def2/J DEFGRID3
* xyz 1 1
C -3.3514 5.0138 -6.1177
C -4.7886 4.4351 -5.9007
C -4.8054 2.8631 -6.0370
N -6.0878 2.4082 -5.4550
N -6.0948 1.0063 -5.1804
C -5.2872 0.6104 -3.9879
C -6.1555 0.4966 -2.6726
C -5.3223 -0.3642 -1.6768
C -5.9063 -0.4314 -0.2343
C -6.0853 0.9478 0.4645
C -4.7417 1.6748 0.8225
C -4.2840 2.7283 -0.2730
C -2.7239 2.7943 -0.3796
C -2.1660 1.6121 -1.2296
C -0.7025 1.9232 -1.7220
C 0.1650 0.6271 -1.8463
C -0.1665 -0.2229 -3.1302
O -0.6796 -1.5043 -2.7831
C -2.0686 -1.6395 -3.0322
H -3.2091 5.1468 -7.2088
H -2.5552 4.3673 -5.7003
H -3.2898 5.9765 -5.5753
H -5.4933 4.9185 -6.6006
H -5.1171 4.6257 -4.8559
H -4.6692 2.5739 -7.1043
H -3.9134 2.5088 -5.4906
H -6.8027 2.5599 -6.1655
H -5.8073 0.4629 -6.0124
H -7.0738 0.7396 -5.0206
H -4.7483 -0.3460 -4.1553
H -4.4960 1.3492 -3.7490
H -7.1467 0.0635 -2.9254
H -6.3089 1.5440 -2.3406
H -4.2699 -0.0262 -1.7255
H -5.3275 -1.4066 -2.0772
H -5.1916 -1.0305 0.3737
H -6.8536 -1.0029 -0.2900
H -6.7888 1.6254 -0.0668
H -6.5791 0.7348 1.4407
H -4.9305 2.2786 1.7376
H -3.9405 0.9586 1.0880
H -4.7784 2.4303 -1.2198
H -4.6457 3.7317 0.0188
H -2.2645 2.7716 0.6307
H -2.4608 3.7489 -0.8826
H -2.7766 1.4555 -2.1535
H -2.1868 0.6639 -0.6460
H -0.6946 2.4807 -2.6781
H -0.2559 2.5780 -0.9385
H 1.2234 0.9689 -1.8512
H 0.0409 0.0012 -0.9381
H 0.8183 -0.4068 -3.6186
H -0.7729 0.3387 -3.8684
H -2.5371 -0.7464 -3.4972
H -2.5774 -1.8077 -2.0572
H -2.2607 -2.4979 -3.7114
C 1.7428 -2.0156 -0.0798
O 2.4112 -1.1225 0.8097
C 2.3212 -1.4692 2.0997
O 1.7419 -2.4293 2.5238
O 2.9832 -0.5623 2.8254
C 2.9704 -0.8145 4.2350
H 1.8786 -1.6363 -1.0899
H 2.1752 -3.0145 -0.0232
H 0.6750 -2.0462 0.1388
H 3.4509 -1.7663 4.4594
H 1.9502 -0.7979 4.6187
H 3.5355 -0.0209 4.7180
C -5.7165 -2.3652 4.1460
O -4.6479 -2.8938 3.3621
C -3.4384 -2.4621 3.7315
O -3.2075 -1.6991 4.6276
O -2.5363 -3.0247 2.9275
C -1.1848 -2.6474 3.2097
H -6.6425 -2.7835 3.7567
H -5.6116 -2.6604 5.1895
H -5.7586 -1.2792 4.0583
H -0.9007 -2.9531 4.2159
H -1.0514 -1.5723 3.0842
H -0.5450 -3.1610 2.4988
C 5.4984 5.0880 0.5761
O 4.4273 4.3065 0.0467
C 3.8325 3.5208 0.9457
O 4.1222 3.4317 2.1064
O 2.8592 2.8500 0.3274
C 2.1337 1.9632 1.1814
H 5.9015 5.6818 -0.2413
H 5.1368 5.7616 1.3526
H 6.2886 4.4457 0.9643
H 1.6378 2.5188 1.9792
H 2.7883 1.1996 1.5922
H 1.3719 1.4727 0.5784
C 6.4324 -0.1979 3.2874
O 7.6606 -0.8463 3.6084
C 7.5915 -1.6146 4.6961
O 6.6207 -1.7823 5.3803
O 8.7907 -2.1679 4.8845
C 8.8647 -3.0287 6.0212
H 6.5960 0.3982 2.3924
H 5.6551 -0.9322 3.0773
H 6.1257 0.4674 4.0946
H 8.1748 -3.8660 5.9154
H 8.6588 -2.4757 6.9372
H 9.8801 -3.4165 6.0687
C 5.5965 -5.1197 -0.3705
O 6.9880 -4.8489 -0.2252
C 7.3588 -4.5740 1.0276
O 6.6349 -4.5412 1.9850
O 8.6696 -4.3413 1.0278
C 9.2012 -4.0328 2.3171
H 5.4147 -5.3277 -1.4228
H 5.3107 -5.9944 0.2134
H 5.0028 -4.2533 -0.0770
H 9.0569 -4.8684 3.0030
H 8.7463 -3.1292 2.7130
H 10.2688 -3.8606 2.1994
*
```

Below is a cluster of 4 separate species, C31H67N3O2 in total, with properties calculated with the ωB97M-V functional and the def2-TZVPD basis.

HOMO energy (eV): -1.8322
Relative energy (zero: lowest compared OMol25 entry of this formula, charge and spin) (kcal per mole): 33.1
Max |F| (eV Å⁻¹): 4.38
Orbital gap (eV): 2.1

Structure (ORCA input):
```
! RIJCOSX wB97M-V def2-TZVPD def2/J DEFGRID3
* xyz 0 1
C -10.6482 16.7727 18.9369
C -9.1742 16.5930 19.4198
C -9.0615 15.3437 20.1731
C -9.0201 14.2617 19.1433
N -9.1380 12.8723 19.7097
C -9.1290 11.8928 18.5667
C -7.6284 11.6405 18.2871
C -6.9167 12.2035 19.4538
C -7.9348 12.5476 20.5113
C -10.4216 12.5654 20.4287
C -11.7093 13.0160 19.7484
C -12.9411 12.2088 20.3169
H -10.9868 15.8218 18.5413
H -10.8841 17.5581 18.2534
H -11.4183 17.0098 19.7004
H -9.0020 17.4928 19.9167
H -8.5667 16.5930 18.4707
H -9.8884 15.2445 20.8142
H -8.1286 15.3194 20.7681
H -8.1267 14.4223 18.4966
H -9.8125 14.2172 18.4935
H -9.6466 10.9332 18.9061
H -9.7253 12.1954 17.7041
H -7.4978 10.5719 18.3023
H -7.3824 12.1631 17.3598
H -6.0035 11.6308 19.8587
H -6.4825 13.1548 19.1442
H -8.2030 11.7653 21.2838
H -7.5460 13.3269 21.1667
H -10.3490 13.0742 21.4390
H -10.3774 11.5100 20.6402
H -11.5755 12.8897 18.7541
H -11.8040 14.0709 19.9093
H -13.6224 12.1757 19.4805
H -13.4755 12.7752 21.0669
H -12.7915 11.1880 20.6243
C 0.8626 9.9944 24.4751
C -0.0940 9.4107 23.5469
C -1.2222 10.2792 22.9879
C -0.7775 11.1176 21.8629
N -1.8587 12.1181 21.5336
C -1.4268 13.0421 20.4627
C -0.5572 14.0560 21.1791
C -1.1237 14.0887 22.6193
C -2.1901 13.0970 22.5648
C -3.1149 11.5101 21.0463
H 1.5339 10.6643 23.9572
H 1.4068 9.1905 24.8581
H 0.3448 10.5083 25.2761
H -0.4546 8.4726 23.9433
H 0.5252 9.1133 22.6741
H -1.7033 10.7538 23.8649
H -2.0053 9.7241 22.5497
H -0.5001 10.4276 21.0638
H 0.2037 11.5589 22.1637
H -2.3155 13.4541 20.0228
H -0.8569 12.5746 19.5724
H -0.4881 15.0002 20.5231
H 0.5502 13.7997 21.2011
H -1.2901 15.1607 22.7854
H -0.3922 13.8732 23.4547
H -3.1901 13.4496 22.4375
H -2.3775 12.6365 23.5093
H -3.7389 12.3251 20.7371
H -3.7045 10.9073 21.8061
H -2.7687 10.7583 20.2864
C -5.5812 8.8219 16.5227
C -4.9203 7.8262 17.4664
C -5.1066 8.3213 18.7820
C -5.2504 7.1648 19.8509
N -5.8055 7.6654 21.2045
C -4.9682 8.7953 21.7281
C -4.9594 8.6830 23.2828
C -5.2669 7.2707 23.6776
C -5.6381 6.6515 22.2689
C -7.2185 8.1771 21.1668
H -6.5732 8.6648 16.2677
H -5.0691 8.8831 15.5875
H -5.5563 9.7831 16.8492
H -3.9174 7.7288 17.1156
H -5.3988 6.8577 17.4498
H -6.0383 8.8781 18.8555
H -4.2613 9.0015 18.9350
H -4.3618 6.5213 19.8824
H -6.0439 6.4359 19.5877
H -5.3597 9.8622 21.4324
H -3.9683 8.7376 21.3605
H -5.5611 9.3827 23.8404
H -3.9715 9.1021 23.4830
H -6.1979 7.2341 24.3011
H -4.4880 6.7467 24.2093
H -6.4536 5.8791 22.3814
H -4.7143 6.1014 22.0305
H -7.5424 8.7204 21.9956
H -7.8965 7.3866 20.9232
H -7.3446 8.9333 20.4018
C -7.0124 11.4615 24.1178
C -5.5642 11.9465 23.7344
O -4.6338 11.6436 24.4947
O -5.5435 12.6147 22.6449
H -7.3732 10.7882 23.3499
H -7.6583 12.2981 24.0908
H -7.1861 11.0590 25.0334
*
```